A molecular structure, C14H13BF4GdN4O3S2 in a non-equilibrium geometry. Source: OMol25; level of theory: ωB97M-V with the def2-TZVPD basis set.

Calculated values
- gap between HOMO and LUMO (spin up / spin down) (eV) = 7.2 / 5.4
- lowest unoccupied orbital energy (spin up / spin down) (eV) = 2.379 / 0.702
- spin multiplicity = 8
- highest occupied orbital energy (spin up / spin down) (eV) = -4.816 / -4.717
- total charge = -1
- relative energy (zero: lowest compared OMol25 entry of this formula, charge and spin) (kcal per mole) = 10.9

XYZ file:
```
42
C14H13BF4GdN4O3S2 (ωB97M-V with the def2-TZVPD basis set)
H 0.4614 -2.0782 0.8367
C -1.6021 2.3948 0.7521
H 1.2494 -3.4177 0.1201
H -4.8721 2.9743 2.8392
O 2.3243 -0.5516 0.7193
C 2.3931 -1.7698 0.4728
N 0.5423 -4.4144 -3.7305
C 0.2146 -1.9783 -2.9157
C -3.3507 1.5913 2.2723
C -3.9707 2.8104 2.2648
H -1.8477 4.4341 0.1488
N 3.5499 -2.3462 0.0739
F 3.3759 1.3737 -1.1979
C -1.0435 -1.4804 -2.7409
O -0.4841 -0.2534 1.0338
H -3.2728 -1.2538 1.8060
C -2.1729 -2.3110 -3.0731
C -2.2941 -1.1020 2.2622
C -2.1677 1.3441 1.5392
C 0.3844 -3.3253 -3.3899
H 3.4565 -3.2526 -0.3554
H -2.4422 -0.8871 3.3210
N 1.3246 -2.5884 0.6870
N -3.0942 -2.9550 -3.3219
S 1.6823 -1.1466 -2.5025
Gd 0.8993 0.7650 -0.6565
C -3.4158 3.8464 1.4870
H 5.5550 -2.0803 -0.3998
H -1.7059 -2.0106 2.1638
O -0.5414 2.2600 0.0503
H 4.4339 -1.1823 -1.4566
F 1.6037 2.6180 -1.8287
H -3.7825 0.7944 2.8628
C -2.2796 3.6497 0.7563
B 2.7371 2.6026 -0.9361
F 3.5273 3.6944 -1.0737
H 4.7200 -0.6316 0.1959
C 4.6278 -1.5108 -0.4341
C -1.5681 0.0283 1.5687
H -3.9034 4.8144 1.4649
S -1.4277 0.0622 -2.0537
F 2.1765 2.4693 0.3684
```

Mulliken atomic charge list, values in e, 4 entries: atom 1 (H): 0.311, atom 2 (C): 0.241, atom 3 (H): 0.246, atom 4 (H): 0.376